# C25H18IN13STi

A molecular structure, C25H18IN13STi (wB97M-V/def2-TZVPD, OMol25).

Multiplicity ... 2
Charge ... -1
Highest occupied orbital energy (alpha / beta) ... -4.874 / -4.878 eV
Strongest force on any atom ... 0.026 Eh/bohr
Expectation value of S² ... 0.76
Orbital gap (alpha / beta) ... 0.2483 / 0.2449 Eh
Lowest unoccupied orbital energy (alpha / beta) ... 0.0692 / 0.0657 Eh
Total energy ... -3220.80094 Ha
Energy relative to the best compared isomer or geometry (same formula, charge and spin) ... 0.673 eV

Each line ends with the natural charge from an NBO analysis.
CARTESIAN COORDINATES (ANGSTROEM)
Ti1 -0.6298 0.6493 0.2407  1.4577
N1 -2.2375 -3.2001 1.6185  -0.7988
C1 -1.9054 -2.1517 0.8172  0.2975
S1 -2.8290 -0.6982 0.9290  -0.2855
N2 -0.8866 -2.3586 0.0098  -0.4454
N3 -0.6562 -1.2083 -0.7061  -0.3358
C2 -0.3036 -1.2973 -1.9321  0.2835
C3 0.0146 -2.5665 -2.6244  -0.0188
C4 -0.6820 -2.9539 -3.7635  -0.2255
C5 -0.3686 -4.1451 -4.4036  -0.2149
C6 0.6534 -4.9442 -3.9127  -0.2147
C7 1.3547 -4.5544 -2.7781  -0.2143
C8 1.0357 -3.3733 -2.1282  -0.1804
C9 -0.3617 -0.0143 -2.6731  0.1678
C10 0.1515 0.1377 -3.9514  -0.2382
C11 -0.0897 1.3248 -4.6256  -0.1458
C12 -0.8375 2.3113 -4.0102  -0.2569
C13 -1.2657 2.1044 -2.7069  0.0890
N4 -1.0225 0.9767 -2.0438  -0.4932
H1 -3.1226 -3.1705 2.0894  0.3977
H2 -1.8358 -4.0942 1.3918  0.3914
H3 -1.4818 -2.3295 -4.1442  0.2141
H4 -0.9230 -4.4461 -5.2835  0.2056
H5 0.9050 -5.8710 -4.4135  0.2052
H6 2.1558 -5.1734 -2.3946  0.2118
H7 1.5684 -3.0511 -1.2429  0.2603
H8 0.7251 -0.6606 -4.3998  0.2364
H9 0.3034 1.4699 -5.6238  0.2156
H10 -1.0658 3.2461 -4.5018  0.2258
H11 -1.7881 2.8722 -2.1535  0.2414
N5 2.3708 2.6530 -0.1789  -0.5835
C14 2.4919 1.2855 -0.2508  0.4658
N6 3.6446 0.6872 -0.4801  -0.3945
N7 3.3337 -0.6287 -0.4411  -0.0885
N8 2.0883 -0.7990 -0.2223  -0.1344
N9 1.4870 0.4256 -0.0809  -0.5375
C15 1.1548 3.2887 -0.2818  0.4573
N10 1.0452 4.5449 -0.6700  -0.3927
N11 -0.2847 4.7796 -0.6252  -0.0973
N12 -0.9201 3.7335 -0.2546  -0.1326
N13 -0.0240 2.7277 -0.0099  -0.5282
H12 3.1634 3.1760 -0.5114  0.4187
I1 -2.9717 2.5988 2.0432  0.2668
C16 -1.5363 2.3828 3.5387  -0.1241
C17 -1.6681 3.2496 4.5887  -0.2686
C18 -0.8757 3.0967 5.7439  -0.2268
C19 -0.0286 2.0355 5.8280  -0.1807
C20 0.1157 1.1269 4.7498  -0.0827
C21 0.9611 0.0013 4.9068  -0.2167
C22 1.1156 -0.8754 3.8804  -0.1915
C23 0.5096 -0.6149 2.6317  -0.2355
C24 -0.3072 0.4715 2.3889  -0.4419
C25 -0.5807 1.3189 3.5198  -0.0225
H13 -2.4036 4.0409 4.5437  0.2159
H14 -0.9762 3.7989 6.5620  0.2041
H15 0.5558 1.8606 6.7246  0.1984
H16 1.4665 -0.1435 5.8552  0.1962
H17 1.7421 -1.7529 3.9943  0.2012
H18 0.7560 -1.3001 1.8279  0.2231

Atomic forces in eV per Å
Ti -0.225 0.824 1.021
N -0.036 0.040 -0.027
C 0.088 -0.239 0.007
S 0.066 0.028 -0.081
N -0.057 0.296 0.000
N -0.010 -0.952 -0.449
C -0.125 0.127 -0.202
C 0.054 0.006 0.048
C -0.035 -0.032 -0.036
C 0.003 0.021 0.016
C 0.016 -0.004 0.017
C -0.003 -0.001 -0.012
C 0.003 0.003 0.007
C 0.006 -0.177 0.041
C 0.007 0.048 -0.060
C 0.036 -0.062 -0.016
C -0.044 0.056 0.064
C 0.080 -0.022 0.007
N 0.070 -0.123 -0.178
H 0.014 0.028 0.005
H 0.010 0.001 0.016
H 0.005 0.011 0.008
H 0.001 -0.004 -0.002
H -0.003 -0.001 -0.003
H -0.002 -0.009 -0.007
H -0.005 0.007 -0.002
H -0.007 -0.004 0.005
H -0.005 0.012 -0.001
H 0.012 -0.004 -0.014
H -0.007 0.023 -0.013
N -0.038 -0.046 -0.024
C -0.005 0.237 0.081
N -0.040 -0.179 0.101
N 0.141 0.078 -0.126
N -0.159 0.096 0.108
N 0.086 -0.212 -0.382
C 0.173 -0.080 -0.009
N -0.150 0.049 0.113
N 0.100 0.072 -0.099
N 0.075 -0.146 0.008
N -0.170 0.139 -0.037
H 0.001 0.011 0.019
I 0.025 -0.041 -0.173
C 0.072 -0.026 0.097
C 0.038 -0.007 0.059
C -0.043 0.016 -0.057
C 0.021 -0.039 -0.016
C 0.068 -0.033 0.079
C -0.031 0.039 -0.002
C 0.038 -0.057 -0.062
C 0.051 0.049 -0.015
C -0.093 0.129 0.212
C -0.040 0.037 -0.021
H -0.002 0.003 0.005
H -0.005 0.001 -0.001
H -0.005 0.002 0.004
H -0.001 0.009 0.003
H 0.004 0.009 -0.003
H -0.018 -0.003 -0.019

---

# C18H26AuN4O2S

A molecular structure, C18H26AuN4O2S (wB97M-V/def2-TZVPD, OMol25).

Charge ... +1
Highest occupied orbital energy ... -10.976 eV
Strongest force on any atom ... 0.008 Eh/bohr
Orbital gap ... 0.2710 Eh
Lowest unoccupied orbital energy ... -0.1323 Eh
Total energy ... -1604.63111 Ha
Energy relative to the best compared isomer or geometry (same formula, charge and spin) ... 0.000 eV

Each line ends with the natural charge from an NBO analysis.
CARTESIAN COORDINATES (ANGSTROEM)
Au1 -0.4604 -1.2194 0.2130  1.0814
C1 0.0140 2.4245 -3.6448  -0.4136
N1 0.9905 1.7164 -2.8262  -0.3289
C2 2.3645 1.8614 -2.9320  -0.0490
C3 2.9265 1.0839 -1.9880  -0.0604
N2 1.8824 0.4824 -1.3089  -0.5057
C4 0.7070 0.8727 -1.8243  0.2728
S1 -0.8951 0.4834 -1.3264  -0.1272
H1 0.3706 2.4511 -4.6709  0.2323
H2 -0.1210 3.4382 -3.2718  0.2323
H3 -0.9343 1.8949 -3.6078  0.2409
H4 2.8081 2.5051 -3.6697  0.2509
H5 3.9552 0.9052 -1.7363  0.2554
H6 1.9742 -0.1853 -0.5635  0.4482
C5 0.3062 3.7956 3.0109  -0.4120
N3 0.2466 2.9771 1.8098  -0.4383
C6 -0.8729 3.3635 0.9758  -0.4181
C7 0.3959 1.5456 2.0282  -0.2149
C8 -0.8425 0.7693 2.4538  -0.1506
C9 -1.4831 1.1045 3.6512  -0.1291
C10 -2.6465 0.4843 4.0695  -0.2116
C11 -3.2018 -0.5317 3.3043  -0.1800
C12 -2.5492 -0.9456 2.1529  -0.2908
C13 -1.3952 -0.2855 1.7581  -0.0375
H7 0.4780 4.8321 2.7187  0.2079
H8 1.1417 3.4804 3.6374  0.2035
H9 -0.6133 3.7755 3.6102  0.1691
H10 -0.8604 4.4465 0.8526  0.2092
H11 -1.8478 3.0858 1.4049  0.1775
H12 -0.7900 2.9092 -0.0091  0.1888
H13 1.1621 1.4250 2.7961  0.2220
H14 0.7960 1.0922 1.1137  0.1681
H15 -1.0395 1.8702 4.2720  0.2146
H16 -3.1076 0.7790 5.0019  0.2309
H17 -4.1061 -1.0358 3.6153  0.2335
H18 -2.9400 -1.7843 1.5903  0.2330
O1 -0.8242 -3.4553 3.5466  -0.5050
C14 -0.4180 -3.0303 2.5375  0.8295
N4 0.0523 -2.6511 1.4921  -0.9158
C15 0.0846 -3.8917 -3.1557  -0.4294
C16 1.2175 -4.5328 -2.3565  -0.4377
C17 1.2817 -3.6889 -1.0884  -0.0696
O2 0.6083 -2.4251 -1.4090  -0.6188
C18 0.2498 -2.4295 -2.8133  -0.0676
H19 -0.8876 -4.2484 -2.8124  0.2174
H20 0.1609 -4.0755 -4.2255  0.2370
H21 2.1545 -4.4746 -2.9109  0.2144
H22 1.0282 -5.5786 -2.1255  0.2404
H23 2.3001 -3.4519 -0.7809  0.1924
H24 0.7577 -4.1296 -0.2477  0.2227
H25 1.0701 -1.9749 -3.3782  0.1743
H26 -0.6489 -1.8293 -2.9334  0.2113

Atomic forces in eV per Å
Au 0.165 0.114 -0.012
C -0.035 0.021 -0.001
N 0.056 0.032 -0.005
C 0.055 -0.013 -0.008
C -0.058 0.022 -0.024
N 0.069 0.036 -0.146
C -0.101 0.063 0.039
S -0.105 -0.158 0.162
H 0.002 0.013 -0.001
H -0.012 -0.009 0.000
H 0.018 0.001 -0.014
H 0.007 0.000 -0.008
H 0.012 0.001 0.004
H -0.008 -0.079 0.086
C 0.083 0.042 -0.001
N 0.025 -0.028 0.107
C -0.045 0.013 0.011
C 0.041 -0.034 0.008
C 0.201 0.113 0.098
C -0.076 0.124 0.034
C 0.004 -0.065 -0.068
C 0.087 0.030 -0.011
C -0.170 0.088 0.000
C -0.152 -0.279 -0.221
H 0.017 0.000 0.014
H -0.028 -0.003 -0.001
H -0.005 0.025 -0.011
H 0.009 -0.006 -0.016
H -0.004 0.006 -0.035
H -0.026 -0.055 -0.031
H 0.039 -0.070 -0.016
H -0.073 0.052 0.019
H -0.036 0.000 0.000
H -0.010 0.006 0.005
H -0.007 0.002 0.017
H 0.013 0.022 0.001
O 0.094 0.032 -0.121
C -0.159 0.044 0.220
N 0.094 -0.131 -0.130
C -0.035 -0.025 -0.018
C 0.023 -0.007 0.006
C 0.071 0.013 0.028
O 0.053 -0.006 0.036
C -0.051 0.063 -0.023
H 0.005 0.005 0.002
H -0.003 -0.004 -0.001
H -0.008 0.018 -0.004
H 0.016 -0.004 -0.002
H -0.019 -0.012 0.010
H -0.042 -0.003 0.012
H -0.008 0.007 -0.006
H 0.016 -0.017 0.010

---

# C6H12Cl3N2O2

A gas-phase ion, C6H12Cl3N2O2 (charge +1) (wB97M-V/def2-TZVPD, OMol25).

Charge ... +1
Highest occupied orbital energy ... -13.391 eV
SMILES ... N[C@@](CCC[NH3+])(C(=O)O)C(Cl)(Cl)Cl
Strongest force on any atom ... 0.078 Eh/bohr
Orbital gap ... 0.3717 Eh
Lowest unoccupied orbital energy ... -0.1204 Eh
Total energy ... -1876.12076 Ha
Energy relative to the best compared isomer or geometry (same formula, charge and spin) ... 1.655 eV

Each line ends with the natural charge from an NBO analysis.
CARTESIAN COORDINATES (ANGSTROEM)
C1 0.1562 -1.5347 -0.7812  0.7939
C2 -0.1720 0.2564 1.7563  -0.4353
C3 -0.9434 0.6476 0.4207  -0.4298
C4 1.0979 1.0383 2.0324  -0.2167
C5 -0.9276 -0.3569 -0.8414  0.0127
C6 -0.3483 0.3931 -2.2152  -0.1355
N1 2.3395 0.4986 1.3360  -0.7359
N2 -2.2039 -0.8558 -1.1205  -0.8676
O1 1.2863 -1.4659 -0.4443  -0.6353
O2 -0.4075 -2.6732 -1.0847  -0.6192
Cl1 -0.3671 -0.7696 -3.5792  0.0624
Cl2 1.2747 0.9957 -1.8030  0.0134
Cl3 -1.4803 1.6824 -2.5792  0.0611
H1 -0.7902 0.4348 2.6389  0.2584
H2 0.1849 -0.7981 1.6032  0.2325
H3 -0.7048 1.6054 -0.0732  0.2494
H4 -1.9806 0.4711 0.7672  0.2355
H5 1.4408 0.9681 3.1158  0.2363
H6 1.0581 2.1675 1.6990  0.2346
H7 2.0699 -0.3667 0.7998  0.4813
H8 3.1918 0.2282 1.9652  0.4560
H9 2.6492 1.0912 0.5550  0.4434
H10 -2.2814 -1.0513 -2.1784  0.4032
H11 -2.8245 -0.2094 -0.7878  0.3974
H12 -1.3179 -2.3968 -1.2015  0.5037

Atomic forces in eV per Å
C -3.111 -0.189 0.587
C 1.279 -0.200 -1.925
C -0.371 -1.888 -0.395
C 1.646 2.411 0.975
C 3.776 0.742 -0.726
C -0.772 -0.391 1.630
N 1.389 -1.591 -0.453
N 1.321 -2.571 -2.744
O 2.427 0.514 0.957
O 0.737 -0.412 -0.107
Cl 0.451 0.552 0.420
Cl -0.121 0.576 -0.983
Cl 0.229 0.448 -0.241
H -0.172 -0.500 -0.339
H -0.921 0.628 0.888
H -0.467 -0.001 1.173
H 0.283 1.147 -0.442
H -1.078 0.394 -1.216
H -0.161 -2.194 0.944
H 0.064 0.108 0.190
H -2.070 0.911 -1.328
H 0.134 0.099 0.576
H -0.483 0.642 2.156
H -2.589 1.531 0.454
H -1.420 -0.768 -0.051